# 1
Computed, not measured: a gas-phase ion, C23H33ClN3O3 (charge +1), with ωB97M-V/def2-TZVPD.

XYZ file:
```
63
C23H33ClN3O3 (ωB97M-V/def2-TZVPD)
H 2.37 -2.53 -3.44
C -2.29 -1.30 3.08
O 1.97 -2.42 -1.42
C 2.68 -0.86 0.16
H 0.61 -4.59 -2.02
H -0.99 3.37 -2.54
C 1.39 -4.32 -2.72
C 2.98 0.44 0.53
H 3.31 0.64 1.54
C -3.45 0.82 1.74
H 2.31 -4.80 -2.42
H 1.97 1.95 -3.65
C -0.79 4.19 0.32
H 1.12 -4.66 -3.72
H -3.88 -0.58 0.19
H 0.71 2.84 2.13
N 1.06 3.21 -2.19
O -0.02 -0.72 0.64
C 0.08 2.25 1.47
H 1.68 -2.83 2.51
C 2.83 1.47 -0.39
C -2.86 -1.51 1.83
H -0.81 4.73 -0.62
C 0.31 -1.78 1.15
H 1.81 -0.27 -3.07
H -1.65 -3.93 -0.30
N -0.06 2.93 0.18
H 1.66 -1.04 2.65
C 2.40 1.23 -1.68
H -1.61 -2.15 -0.46
H -1.81 3.99 0.65
H -2.92 1.99 3.46
H -1.71 1.98 -0.73
H -0.21 1.05 -0.72
H -1.85 -2.13 3.61
O 2.72 -1.88 1.07
H -0.30 4.82 1.06
H -3.73 -3.02 0.59
C -0.63 2.05 -0.86
C -3.43 -0.43 1.16
H -1.87 0.10 4.63
C -0.27 2.61 -2.25
C 1.59 -2.81 -2.73
C 1.61 -1.89 1.96
C 2.26 -1.14 -1.16
C -2.30 -0.05 3.66
H 0.65 -2.30 -3.01
N -0.37 -2.92 0.98
H 1.09 4.08 -2.72
H 0.89 3.16 -0.21
H -3.92 1.65 1.23
C -2.83 -2.87 1.18
H 3.05 2.99 -2.69
H -0.90 2.12 1.92
C 2.14 -0.08 -2.06
H -2.78 -3.65 1.94
C -1.61 -2.99 0.25
H -0.33 1.80 -2.98
C 2.16 2.36 -2.64
Cl 3.16 3.10 0.14
H 0.51 1.27 1.33
H -0.05 -3.76 1.44
C -2.88 1.02 2.99
```

SMILES string   CCOc1cc(CNCC[NH+](C)C)c(Cl)cc1OCC(=O)NCCc1ccccc1
Total charge   +1
Frontier orbital gap   9.0 eV
E_LUMO   -1.9478 eV

---

# 2
Computed, not measured: a molecular structure, C23H33FIrN3O4Te, with ωB97M-V/def2-TZVPD.

XYZ file:
```
66
C23H33FIrN3O4Te (ωB97M-V/def2-TZVPD)
H 5.44 -3.71 -3.34
H -6.79 2.70 2.14
H 2.39 -3.66 -0.33
H 3.02 -3.94 -4.00
F -3.09 0.12 -1.80
C -2.34 0.44 -0.73
O 3.63 -2.18 -2.16
C 1.39 1.43 2.34
O 4.08 1.32 2.34
H 1.98 1.75 3.18
C 3.78 2.41 -3.36
C 5.20 -3.99 -2.32
N -6.61 0.63 1.76
H -2.59 1.58 2.43
O 4.22 0.71 0.21
H -2.13 1.50 5.13
C -0.16 0.67 0.24
C -0.75 1.15 1.41
H -5.58 1.85 3.12
C -0.50 2.04 3.71
N -4.37 1.04 0.58
H 5.88 -3.50 -1.63
H -4.15 2.90 1.54
C 2.78 -4.25 -2.99
H -5.32 0.76 -1.32
H -0.55 -0.06 -1.75
C 3.53 0.99 1.33
Ir 3.86 -0.65 -1.13
C -0.99 0.31 -0.83
H -6.01 -0.12 2.12
H 3.46 -0.43 -4.74
C -2.15 1.25 1.50
C -6.00 1.96 2.12
H -5.01 -0.70 -0.39
H 3.80 2.98 -2.44
C -2.97 0.91 0.44
H 0.16 2.39 5.78
C -6.71 0.47 0.27
H 4.07 3.04 -4.20
H 4.10 -3.52 0.13
H 5.33 -5.07 -2.23
H 0.92 0.93 5.00
H 2.85 -5.34 -2.93
H 2.80 1.97 -3.52
C -4.92 2.29 1.08
C 2.04 0.97 1.22
C 1.29 0.55 0.11
H -5.35 2.87 0.26
O 1.75 0.09 -0.98
N 0.06 1.50 2.48
H 3.46 -5.07 -0.43
C 3.76 -3.63 -2.00
H -0.85 3.06 3.60
C -5.30 0.35 -0.31
C 3.40 -3.99 -0.56
C -1.25 1.11 4.62
H 1.76 -3.95 -2.76
H -7.24 1.35 -0.09
H -1.31 0.07 4.33
H 5.05 -1.23 -4.82
H -7.31 -0.41 0.04
C 4.53 -0.28 -4.83
H -7.52 0.52 2.20
Te 5.20 0.84 -3.16
H 4.77 0.28 -5.73
C 0.10 1.63 5.01
```

2S+1   5
Total charge   +2
Frontier orbital gap (alpha / beta)   7.1 / 7.7 eV
E_LUMO (alpha / beta)   -5.1517 / -6.0475 eV

---

# 3
Computed, not measured: a molecular structure, C23H33LuNOP2 at a distorted geometry, with ωB97M-V/def2-TZVPD.

XYZ file:
```
61
C23H33LuNOP2 (ωB97M-V/def2-TZVPD)
H -1.07 0.54 5.74
C 1.31 2.44 -3.08
H -2.48 -0.35 3.89
H 3.23 -3.26 -1.98
H 1.60 -4.05 0.60
H 0.51 -1.63 5.69
H 1.04 0.92 -0.09
H -1.99 0.20 -2.11
H 4.93 0.46 -3.40
P -1.93 1.08 0.12
C -0.30 -1.41 5.02
C 0.04 -1.75 3.59
H 1.81 4.47 -3.69
H -2.26 3.89 -2.36
H -2.32 2.78 1.80
C 0.23 1.60 -2.61
C 0.62 -2.39 -1.61
H -0.27 -2.06 -2.16
C -2.25 2.77 0.70
C -1.19 -3.08 0.43
H -0.16 -2.78 3.37
H -0.47 5.37 -3.27
H -3.10 1.60 -1.86
C 4.20 -1.47 -2.71
H 3.40 2.48 -3.62
H 2.58 -2.56 0.78
H -1.21 -1.90 5.31
H -1.42 3.43 0.41
H 1.46 -3.03 2.07
H -1.49 -3.08 1.49
H 0.76 -3.46 -1.69
H -1.60 1.03 3.19
C 1.84 -1.64 -2.16
C 1.01 3.82 -3.32
H 1.04 -1.38 3.33
C -1.27 3.48 -2.58
P 0.29 -2.08 0.15
C -0.27 4.31 -3.08
C -0.59 0.12 4.89
C 1.68 -0.28 -2.51
H 0.33 0.64 4.63
C -2.10 1.22 -1.69
C 3.10 -2.21 -2.26
C -3.41 0.17 0.59
C -1.05 2.13 -2.33
Lu 0.17 0.14 1.26
H -4.30 0.72 0.24
H -3.41 -0.84 0.14
H 5.18 -1.95 -2.79
C 2.57 1.87 -3.26
H 0.10 1.74 1.91
H -3.18 3.13 0.26
C 2.80 0.52 -2.96
N 0.44 0.28 -2.37
O -0.88 -0.91 2.72
C 1.61 -3.02 0.98
C 4.07 -0.13 -3.06
H -3.48 0.05 1.68
H -0.98 -4.11 0.12
H -2.03 -2.69 -0.16
C -1.53 0.08 3.68
```

Total charge   +1
Frontier orbital gap   6.9 eV
E_LUMO   -2.9811 eV

---

# 4
Computed, not measured: C23H33N3O3 in the gas phase, with ωB97M-V/def2-TZVPD.

XYZ file:
```
62
C23H33N3O3 (ωB97M-V/def2-TZVPD)
H -0.77 0.72 1.08
H -2.58 2.29 -2.11
H 7.38 -0.53 0.03
C 3.95 -1.06 0.31
H -2.05 -2.90 -2.45
H -4.27 2.14 2.07
H 4.67 1.73 -1.22
H 6.27 0.50 1.99
H 3.17 2.13 -0.40
C 3.45 0.02 -0.65
H 4.10 1.26 1.73
C -4.13 0.89 -0.27
H 4.90 2.68 1.09
H -0.11 -2.08 2.06
C 1.27 0.30 0.50
H -2.01 3.26 0.73
C 5.43 -1.41 0.13
C -1.21 -0.20 -1.86
H -1.84 3.83 -1.69
H -5.04 1.51 -0.19
C -0.98 -3.52 0.72
H -3.86 0.80 -1.32
O 1.71 0.56 1.60
C -1.19 -1.48 -1.10
H 5.75 -1.98 1.00
N 1.99 0.04 -0.60
H -0.14 2.24 -2.33
O -1.61 0.01 -2.98
H 3.70 -0.29 -1.67
C -0.59 2.13 -1.34
H -5.31 -0.93 -0.23
H 1.48 -0.16 -1.45
H -3.56 -1.16 0.09
C -1.97 2.80 -1.37
C -1.63 -2.74 -1.47
H -0.91 -4.34 1.42
H -3.97 0.09 3.41
C -4.43 -0.51 0.27
C -3.67 0.09 2.37
H 0.05 2.61 -0.59
C 6.34 -0.19 -0.05
N -3.03 1.48 0.47
C 4.01 1.44 -0.40
N -0.66 0.73 -1.02
C -0.54 -2.26 1.08
H -2.54 1.93 2.46
H -2.77 -0.53 2.25
H 6.21 0.22 -1.05
C -1.52 -3.76 -0.54
H 6.91 1.66 0.83
H 3.77 -0.74 1.33
H -1.86 -4.75 -0.79
H -3.57 3.45 -0.09
O -4.74 -0.48 1.65
C -3.38 1.51 1.89
H 3.36 -1.96 0.15
C -2.68 2.81 -0.01
C 6.12 0.91 0.99
C -0.26 0.20 0.26
C 4.75 1.61 0.93
H 5.55 -2.05 -0.75
C -0.65 -1.24 0.16
```

SMILES string   O=C(NC1CCCCCC1)[C@@H]1c2ccccc2C(=O)N1CCCN1CCOCC1
Frontier orbital gap   9.4 eV
E_LUMO   0.6384 eV

---

Sequential molar mass output: 434.99, 754.35, 576.44, 399.53 g/mol